Record 1
This record from the Open Molecules 2025 dataset describes a molecular structure, C43H46MgN7S3. The level of theory is ωB97M-V with the def2-TZVPD basis set.

Properties
Highest occupied orbital energy: -11.0880 eV
HOMO-LUMO gap: 0.3262 Eh
E: -3443.7748 Ha

Geometry as ORCA input:
```
! wB97M-V def2-TZVPD RIJCOSX def2/J DEFGRID3
* xyz 1 1
Mg 0.1222 0.1917 0.1338
C -0.8718 -0.6401 3.1254
N 0.1242 0.2313 2.4763
C -0.0781 1.6122 2.9651
C 1.4794 -0.2412 2.8116
C 2.5251 0.4325 1.9393
N 2.2497 0.2158 0.4963
C 2.7987 -1.0948 0.0680
C 2.8671 1.2999 -0.3053
H -0.7495 -0.6252 4.2148
H -0.7721 -1.6599 2.7601
H -1.8748 -0.2894 2.8817
H 0.0652 1.6617 4.0515
H -1.0850 1.9400 2.7197
H 0.6031 2.3100 2.4827
H 1.5026 -1.3224 2.6625
H 1.7096 -0.0582 3.8667
H 3.5195 0.0648 2.1988
H 2.5276 1.5048 2.1221
H 3.8812 -1.1208 0.2138
H 2.5668 -1.2616 -0.9825
H 2.3504 -1.9027 0.6496
H 3.9461 1.3562 -0.1250
H 2.4091 2.2561 -0.0450
H 2.6844 1.1152 -1.3614
N 0.3885 -0.0750 -1.9443
S -0.1244 -0.4533 -3.2409
N -1.3065 -1.6001 -3.4304
S -2.7231 -1.5320 -2.8267
N -3.0055 -2.0004 -1.3763
S -1.8212 -2.4981 -0.3597
N -0.8940 -1.5390 0.1977
C -2.8571 -3.3393 0.8124
C -2.3755 -4.4891 1.4215
C -3.0971 -5.0430 2.4704
C -4.2726 -4.4417 2.9002
C -4.7355 -3.2820 2.2870
C -4.0282 -2.7195 1.2354
C -1.0704 -3.8317 -1.2687
C 0.3040 -3.7839 -1.4083
C 0.9286 -4.7445 -2.1935
C 0.1754 -5.7384 -2.8030
C -1.2070 -5.7820 -2.6396
C -1.8444 -4.8195 -1.8718
C -3.5033 0.0339 -2.9756
C -4.1198 0.3845 -4.1732
C -4.6263 1.6656 -4.2929
C -4.4946 2.5692 -3.2419
C -3.8514 2.2082 -2.0659
C -3.3503 0.9241 -1.9209
C -3.6820 -2.5798 -3.8633
C -3.1712 -3.0415 -5.0630
C -3.9653 -3.8732 -5.8409
C -5.2398 -4.2173 -5.4119
C -5.7363 -3.7367 -4.2033
C -4.9564 -2.9118 -3.4135
C 1.1036 -1.2136 -4.2891
C 2.3832 -0.7017 -4.1133
C 3.4297 -1.2133 -4.8667
C 3.1954 -2.2323 -5.7803
C 1.9137 -2.7435 -5.9445
C 0.8574 -2.2344 -5.2006
C -0.7575 0.8820 -4.2335
C -1.1788 0.6993 -5.5503
C -1.6380 1.7971 -6.2575
C -1.6923 3.0470 -5.6418
C -1.2866 3.2046 -4.3240
C -0.8016 2.1161 -3.6071
H -1.4543 -4.9488 1.0829
H -2.7397 -5.9449 2.9513
H -4.8309 -4.8767 3.7209
H -5.6527 -2.8159 2.6284
H -4.3748 -1.8167 0.7460
H 0.8531 -2.9754 -0.9388
H 2.0022 -4.7119 -2.3338
H 0.6670 -6.4896 -3.4093
H -1.7870 -6.5636 -3.1165
H -2.9237 -4.8278 -1.7495
H -4.2016 -0.3204 -4.9917
H -5.1217 1.9612 -5.2094
H -4.8892 3.5728 -3.3489
H -3.7090 2.9213 -1.2659
H -2.8400 0.6308 -1.0122
H -2.1760 -2.7597 -5.3730
H -3.5852 -4.2521 -6.7809
H -5.8541 -4.8662 -6.0234
H -6.7302 -4.0104 -3.8744
H -5.3198 -2.5394 -2.4616
H 2.5468 0.0930 -3.3945
H 4.4283 -0.8140 -4.7395
H 4.0153 -2.6314 -6.3655
H 1.7341 -3.5450 -6.6511
H -0.1337 -2.6486 -5.3039
H -1.1413 -0.2804 -6.0161
H -1.9596 1.6815 -7.2869
H -2.0588 3.9025 -6.1978
H -1.3484 4.1736 -3.8433
H -0.5029 2.2072 -2.5673
N -1.1134 3.1909 -0.2080
C -0.6973 2.1226 -0.0179
*
```


Record 2
This record from the Open Molecules 2025 dataset describes 3 unconnected molecules or ions with the total composition C22H39IN5O7S in a non-equilibrium geometry. The level of theory is ωB97M-V with the def2-TZVPD basis set.

Properties
Highest occupied orbital energy: -11.3477 eV
HOMO-LUMO gap: 0.2899 Eh
E: -2357.5904 Ha

Geometry as ORCA input:
```
! wB97M-V def2-TZVPD RIJCOSX def2/J DEFGRID3
* xyz 1 1
C -9.8412 -1.3148 -1.0445
C -9.2449 -2.5049 -0.1628
S -7.5404 -3.0761 -0.6326
C -6.8312 -1.9675 -1.9809
N -6.0646 -0.8968 -1.2332
O -6.8785 -0.2312 -0.3566
C -4.7692 -0.6291 -1.4081
N -4.0156 -1.3477 -2.3926
C -2.7118 -0.7728 -2.3318
O -1.7320 -1.2642 -3.1813
N -2.7475 0.2280 -1.3328
C -1.4641 0.9608 -1.1592
C -1.5644 2.5560 -1.4672
C -0.0612 2.9883 -1.8981
C 0.8769 3.0551 -0.5867
N 1.6405 1.8003 -0.3357
C 2.3364 1.8495 0.9746
C 1.6421 1.4417 2.3545
O 3.5480 2.1863 1.0429
N -3.9602 0.3620 -0.6906
C -4.2974 1.2805 0.4067
I -2.8765 1.2017 2.1117
C -4.5550 2.8182 -0.0731
C -6.0766 3.2795 0.1016
H -9.7266 -1.4642 -2.1675
H -9.4743 -0.2977 -0.6776
H -10.9771 -1.3111 -0.8514
H -9.9375 -3.4120 -0.3154
H -9.2400 -2.3105 0.9587
H -6.1727 -2.6495 -2.5940
H -7.6338 -1.5377 -2.6578
H -6.6339 -0.4986 0.5569
H -1.8152 -0.8262 -4.0584
H -0.9613 0.7837 -0.1394
H -0.6704 0.5998 -1.9103
H -1.8686 3.1563 -0.5520
H -2.2185 2.7282 -2.3810
H -0.1314 4.0434 -2.3155
H 0.3690 2.2963 -2.7022
H 0.1947 3.3379 0.2821
H 1.6196 3.9290 -0.7054
H 2.4237 1.7438 -1.0160
H 1.8973 0.3444 2.5784
H 2.0413 2.1182 3.1782
H 0.5111 1.5461 2.2870
H -5.2693 1.0220 0.9594
H -4.2930 2.8935 -1.1919
H -3.8163 3.5294 0.4434
H -6.2532 3.6450 1.1629
H -6.2767 4.1022 -0.6766
H -6.7509 2.4081 -0.2030
O 5.2691 -3.0510 -1.2241
C 5.5931 -1.8988 -1.1018
O 6.0974 -1.1400 -2.1115
C 6.4781 0.1433 -1.5980
C 5.6740 0.3185 -0.3306
C 5.5486 -1.1031 0.1753
H 7.5556 0.1380 -1.4096
H 6.2528 0.9153 -2.3355
H 6.1390 0.9990 0.3835
H 4.6823 0.7103 -0.5717
H 6.3963 -1.3882 0.8024
H 4.6084 -1.2601 0.7034
O 9.6383 -0.5948 4.1776
C 9.3044 -1.6144 3.6370
O 8.9281 -1.6946 2.3308
C 8.4901 -3.0279 2.0435
C 9.1329 -3.8959 3.1005
C 9.1934 -2.9644 4.2941
H 7.3972 -3.0540 2.0923
H 8.8054 -3.3091 1.0374
H 8.5842 -4.8194 3.2915
H 10.1479 -4.1647 2.7927
H 8.2748 -2.9984 4.8845
H 10.0612 -3.1683 4.9203
*
```


Record 3
This record from the Open Molecules 2025 dataset describes a molecular structure, C2H2LiNa2O2 in a non-equilibrium geometry. The level of theory is ωB97M-V with the def2-TZVPD basis set.

Properties
Highest occupied orbital energy (spin up / spin down): -6.7051 / -6.6757 eV
HOMO-LUMO gap (spin up / spin down): 0.2244 / 0.2246 Eh
E: -559.9630 Ha

Geometry as ORCA input:
```
! wB97M-V def2-TZVPD RIJCOSX def2/J DEFGRID3
* xyz 0 2
O -0.6591 -0.4427 0.5465
C 0.6500 -0.2345 0.7772
C 1.3200 0.7439 0.1183
Na -2.1938 -1.6006 -0.4171
Na -0.8358 1.8336 0.4069
H 2.4104 0.6557 0.2361
H 1.0174 -0.9636 1.5263
Li 0.0639 -0.1245 -1.4009
O -1.7731 0.1327 -1.7933
*
```


Record 4
This record from the Open Molecules 2025 dataset describes a single C3H3N3O2 molecule in a non-equilibrium geometry. The level of theory is ωB97M-V with the def2-TZVPD basis set.

Properties
SMILES string: O/C=C1\N=NC(O)=N1
Highest occupied orbital energy: -9.4377 eV
HOMO-LUMO gap: 0.2771 Eh
E: -430.6731 Ha

Geometry as ORCA input:
```
! wB97M-V def2-TZVPD RIJCOSX def2/J DEFGRID3
* xyz 0 1
O 1.5983 2.0781 -0.7531
C 1.2007 0.7947 -1.2946
C 0.8453 -0.3620 -0.3848
N 0.6562 0.1064 0.8497
N -0.6033 -0.1086 1.3596
C -0.9826 -1.0126 0.4295
O -2.2630 -1.5530 0.7983
N -0.1958 -1.1976 -0.6402
H 1.3687 1.9091 0.2725
H 1.3121 0.6448 -2.3184
H -2.9365 -1.2992 1.6816
*
```


Record 5
This record from the Open Molecules 2025 dataset describes a single C20H24FN3O3 molecule. The level of theory is ωB97M-V with the def2-TZVPD basis set.

Properties
SMILES string: CCOC(=O)N1CCC(NC(=O)c2cc(-c3ccc(F)cc3)[nH]c2C)CC1
Highest occupied orbital energy: -7.7104 eV
HOMO-LUMO gap: 0.3030 Eh
E: -1266.4433 Ha

Geometry as ORCA input:
```
! wB97M-V def2-TZVPD RIJCOSX def2/J DEFGRID3
* xyz 0 1
C 0.8351 0.1397 6.2480
C 0.8671 -0.0318 4.7367
O -0.1863 0.6917 4.1035
C -1.3987 0.0746 4.0898
O -1.5794 -1.0580 4.4744
N -2.3576 0.8666 3.5710
C -2.1227 2.2110 3.0814
C -3.0725 2.5194 1.9175
C -3.3501 1.2481 1.1056
N -2.1201 0.6768 0.6083
C -1.7995 0.6653 -0.7118
O -2.5266 1.1568 -1.5565
C -0.5147 0.0309 -1.0487
C 0.0744 0.1816 -2.3259
C 1.2490 -0.5344 -2.3447
C 2.2254 -0.7067 -3.4006
C 3.1942 -1.7128 -3.3508
C 4.1210 -1.8615 -4.3642
C 4.0781 -0.9965 -5.4416
F 4.9846 -1.1363 -6.4333
C 3.1292 0.0071 -5.5282
C 2.2108 0.1465 -4.5085
N 1.3710 -1.1183 -1.1088
C 0.3271 -0.7896 -0.3092
C 0.2610 -1.3236 1.0801
C -4.1066 0.2313 1.9781
C -3.7156 0.3840 3.4552
H 1.6876 -0.3673 6.6907
H -0.0791 -0.2929 6.6469
H 0.8721 1.1948 6.5085
H 0.7779 -1.0924 4.4780
H 1.7857 0.3817 4.3134
H -1.0838 2.2832 2.7558
H -2.2710 2.9342 3.8938
H -4.0220 2.9074 2.2871
H -2.6239 3.2779 1.2767
H -3.9342 1.4967 0.2134
H -1.4796 0.3036 1.2850
H -0.3628 0.7502 -3.1202
H 3.2230 -2.4064 -2.5233
H 4.8688 -2.6382 -4.3295
H 3.1220 0.6643 -6.3833
H 1.4728 0.9303 -4.5604
H 2.1453 -1.6935 -0.8196
H 0.4801 -0.5459 1.8139
H 0.9990 -2.1143 1.2081
H -0.7198 -1.7432 1.3001
H -5.1814 0.3769 1.8742
H -3.8699 -0.7730 1.6255
H -3.7750 -0.5710 3.9785
H -4.3771 1.0995 3.9543
*
```


Record 6
This record from the Open Molecules 2025 dataset describes a molecular structure, C47H40NP2S5Ti. The level of theory is ωB97M-V with the def2-TZVPD basis set.

Properties
Highest occupied orbital energy (spin up / spin down): -3.6848 / -3.6849 eV
HOMO-LUMO gap (spin up / spin down): 0.2167 / 0.2168 Eh
E: -5393.0298 Ha

Geometry as ORCA input:
```
! wB97M-V def2-TZVPD RIJCOSX def2/J DEFGRID3
* xyz -1 1
Ti -0.3331 -1.9352 1.4456
S 0.7039 -3.5565 2.9970
C -0.3558 -2.7569 4.0958
C -0.7250 -3.2078 5.3736
C -1.6323 -2.4761 6.0994
C -2.1812 -1.3097 5.5573
C -1.7874 -0.9384 4.2943
N -0.8858 -1.6292 3.5862
H -0.2971 -4.1269 5.7482
H -1.9320 -2.8086 7.0861
H -2.9013 -0.7139 6.0993
H -2.1880 -0.0483 3.8254
C 0.1853 1.7464 -1.3830
C 0.2484 1.7794 0.1449
P -0.8260 0.7594 1.2395
C -2.4899 1.5013 0.9945
C -3.6119 0.8618 1.5167
C -4.8742 1.4272 1.3958
C -5.0380 2.6391 0.7422
C -3.9318 3.2832 0.2081
C -2.6709 2.7193 0.3355
C -0.3014 1.5777 2.8110
C 0.8413 1.1001 3.4548
C 1.2997 1.7036 4.6165
C 0.6180 2.7831 5.1611
C -0.5226 3.2600 4.5325
C -0.9767 2.6642 3.3628
C 0.1515 0.3860 -2.0795
P -1.4694 -0.4606 -1.8935
C -1.3600 -1.7717 -3.1698
C -2.4857 -2.5771 -3.3372
C -2.4952 -3.5967 -4.2732
C -1.3684 -3.8401 -5.0488
C -0.2384 -3.0567 -4.8790
C -0.2356 -2.0261 -3.9467
C -2.5891 0.6934 -2.7985
C -3.8875 0.8256 -2.3157
C -4.8081 1.6422 -2.9618
C -4.4328 2.3527 -4.0905
C -3.1353 2.2368 -4.5781
C -2.2264 1.4081 -3.9401
H 1.0870 2.2682 -1.7204
H -0.6546 2.3523 -1.7360
H 0.1116 2.8119 0.4800
H 1.2486 1.5059 0.4733
H -3.5132 -0.1025 1.9926
H -5.7310 0.9052 1.8035
H -6.0240 3.0758 0.6397
H -4.0476 4.2208 -0.3212
H -1.8258 3.2409 -0.0904
H 1.3609 0.2413 3.0452
H 2.1872 1.3172 5.1020
H 0.9706 3.2465 6.0743
H -1.0658 4.0984 4.9510
H -1.8719 3.0470 2.8885
H 0.9059 -0.2813 -1.6519
H 0.4092 0.5369 -3.1310
H -3.3507 -2.4202 -2.7047
H -3.3753 -4.2187 -4.3800
H -1.3675 -4.6480 -5.7702
H 0.6524 -3.2521 -5.4635
H 0.6680 -1.4451 -3.8141
H -4.1730 0.2912 -1.4155
H -5.8141 1.7309 -2.5702
H -5.1460 2.9961 -4.5913
H -2.8370 2.7874 -5.4622
H -1.2237 1.3097 -4.3404
S 0.0436 -3.3962 -0.4021
S -1.2924 -4.9234 0.0324
S -3.0661 -3.9103 -0.0919
S -2.8238 -2.4787 1.3914
C 1.3250 -1.0725 0.9266
C 2.4507 -0.8081 0.4256
C 3.6604 -0.5294 -0.1083
C 3.9905 0.8620 -0.4719
C 3.6664 1.9144 0.3905
C 3.9071 3.2350 0.0416
C 4.5000 3.5390 -1.1760
C 4.8496 2.5038 -2.0351
C 4.6011 1.1855 -1.6888
C 4.6038 -1.6319 -0.3671
C 5.9778 -1.4108 -0.5069
C 6.8529 -2.4642 -0.7281
C 6.3799 -3.7660 -0.8088
C 5.0176 -4.0008 -0.6615
C 4.1399 -2.9525 -0.4474
H 3.2277 1.6812 1.3545
H 3.6365 4.0247 0.7321
H 4.6941 4.5681 -1.4514
H 5.3114 2.7249 -2.9901
H 4.8606 0.3911 -2.3780
H 6.3686 -0.4041 -0.4251
H 7.9131 -2.2630 -0.8285
H 7.0631 -4.5880 -0.9833
H 4.6275 -5.0097 -0.7196
H 3.0797 -3.1498 -0.3407
*
```


Record 7
This record from the Open Molecules 2025 dataset describes a single C6H6N2O molecule in a non-equilibrium geometry. The level of theory is ωB97M-V with the def2-TZVPD basis set.

Properties
SMILES string: [H]/N=C/N1[C@@H]2C(=O)C=C[C@@H]21
Highest occupied orbital energy: -9.5235 eV
HOMO-LUMO gap: 0.3528 Eh
E: -416.7913 Ha

Geometry as ORCA input:
```
! wB97M-V def2-TZVPD RIJCOSX def2/J DEFGRID3
* xyz 0 1
H -1.4903 -2.2430 0.7408
N -0.8336 -1.7981 0.3832
C -1.5701 -0.8021 0.0257
N -1.1400 0.2545 -0.8931
C 0.3719 0.2049 -1.1895
C 1.2416 -0.6501 -0.2355
O 2.1118 -1.3488 -0.6933
C 1.0978 0.0855 1.0210
C 0.5308 1.3118 0.7566
C -0.1724 1.2979 -0.4757
H -2.7363 -0.8109 0.4735
H 0.7105 0.2721 -2.2230
H 1.7057 -0.2336 1.7910
H 0.7187 2.3441 1.3303
H -0.5458 2.1157 -0.8121
*
```


Record 8
This record from the Open Molecules 2025 dataset describes a molecular structure, C25H15F6N5O6RuS2 in a non-equilibrium geometry. The level of theory is ωB97M-V with the def2-TZVPD basis set.

Properties
Highest occupied orbital energy (spin up / spin down): -11.2348 / -11.2111 eV
HOMO-LUMO gap (spin up / spin down): 0.2638 / 0.1852 Eh
E: -3177.1384 Ha

Geometry as ORCA input:
```
! wB97M-V def2-TZVPD RIJCOSX def2/J DEFGRID3
* xyz 1 2
Ru -0.3700 -0.6488 -0.7129
O -2.8993 2.2081 4.6672
C -3.1580 2.7892 3.5253
O -3.6546 3.8633 3.3251
C -2.6469 1.8814 2.4294
C -2.1192 2.5075 1.2984
C -1.5492 1.7303 0.3226
N -1.5216 0.3776 0.4429
C -2.0154 -0.2423 1.5371
C -2.5801 0.4936 2.5576
C -1.7717 -1.6986 1.5652
C -2.4249 -2.5650 2.4265
C -2.1227 -3.9153 2.3740
C -1.1805 -4.3572 1.4614
C -0.5770 -3.4388 0.6207
N -0.8563 -2.1366 0.6730
C -0.9031 2.2273 -0.9123
C -0.9983 3.5430 -1.3308
C -0.3888 3.9176 -2.5174
C 0.2902 2.9588 -3.2455
C 0.3350 1.6591 -2.7680
N -0.2397 1.2905 -1.6245
H -2.1724 3.5844 1.2280
H -2.9280 0.0185 3.4627
H -3.1707 -2.1919 3.1137
H -2.6266 -4.6120 3.0297
H -0.9219 -5.4029 1.3794
H 0.1496 -3.7375 -0.1204
H -1.5548 4.2620 -0.7473
H -0.4553 4.9384 -2.8678
H 0.7746 3.1979 -4.1813
H 0.8305 0.8796 -3.3207
F 2.5308 -0.4907 -3.5923
C 2.2965 -1.7748 -3.8676
F 2.0864 -1.9086 -5.1607
F 3.3513 -2.4842 -3.5050
S 0.8399 -2.3943 -2.9108
O 1.1910 -2.1554 -1.5011
O 0.6142 -3.7342 -3.3217
N -0.2789 -1.3395 -3.2847
S -1.7995 -1.8424 -3.1864
O -2.0753 -2.0347 -1.7623
O -2.1542 -2.8106 -4.1559
C -2.7297 -0.3013 -3.6667
F -2.7841 0.5717 -2.6595
F -3.9610 -0.6621 -3.9730
F -2.1625 0.2826 -4.7093
N 1.1262 -0.0697 0.4350
C 1.9940 0.2029 1.1320
C 3.0829 0.5175 1.9923
C 4.3674 0.0794 1.6623
C 5.4167 0.3901 2.5086
C 5.1859 1.1242 3.6643
C 3.9060 1.5559 3.9875
C 2.8436 1.2558 3.1542
H 4.5318 -0.4923 0.7594
H 6.4169 0.0589 2.2663
H 6.0122 1.3622 4.3207
H 3.7366 2.1266 4.8900
H 1.8418 1.5858 3.3931
*
```